[1]
{"formula": "C23H31N3O2", "method": "ωB97M-V/def2-TZVPD", "symbols": ["C", "C", "C", "C", "C", "C", "C", "H", "O", "C", "C", "O", "N", "C", "C", "C", "C", "C", "C", "N", "C", "C", "N", "C", "H", "H", "H", "C", "C", "H", "H", "H", "H", "H", "H", "H", "H", "H", "H", "H", "H", "H", "H", "H", "C", "C", "H", "H", "H", "C", "H", "H", "H", "H", "H", "H", "H", "H", "H"], "xyz": [[-5.99, -1.57, -1.52], [-4.96, -0.86, -0.70], [-5.29, 0.22, 0.10], [-4.31, 0.86, 0.84], [-2.98, 0.46, 0.80], [-2.65, -0.63, -0.01], [-3.64, -1.28, -0.75], [-3.39, -2.12, -1.38], [-1.33, -1.02, -0.02], [-1.00, -2.24, -0.63], [0.48, -2.59, -0.43], [0.89, -3.70, -0.67], [1.22, -1.53, -0.04], [2.60, -1.47, 0.18], [3.36, -2.59, 0.46], [4.71, -2.46, 0.75], [5.30, -1.21, 0.77], [4.55, -0.09, 0.47], [3.20, -0.20, 0.15], [2.38, 0.91, -0.16], [2.79, 2.21, 0.33], [1.56, 3.13, 0.27], [0.97, 3.25, -1.05], [1.70, 4.13, -1.94], [1.78, 5.11, -1.48], [2.72, 3.78, -2.19], [1.14, 4.22, -2.87], [0.71, 1.93, -1.59], [1.93, 1.00, -1.54], [1.67, 0.02, -1.92], [2.73, 1.41, -2.18], [0.36, 2.04, -2.62], [-0.10, 1.49, -0.99], [1.82, 4.13, 0.63], [0.79, 2.72, 0.93], [3.12, 2.11, 1.36], [3.60, 2.64, -0.27], [5.03, 0.88, 0.47], [6.35, -1.10, 1.01], [5.30, -3.34, 0.97], [2.89, -3.56, 0.46], [0.74, -0.65, 0.10], [-1.59, -3.07, -0.22], [-1.18, -2.21, -1.72], [-1.94, 1.14, 1.65], [-2.00, 2.67, 1.54], [-2.95, 3.05, 1.92], [-1.89, 2.99, 0.50], [-1.21, 3.12, 2.13], [-2.09, 0.70, 3.11], [-3.07, 0.99, 3.49], [-2.00, -0.38, 3.18], [-1.32, 1.15, 3.72], [-0.95, 0.82, 1.30], [-4.59, 1.69, 1.47], [-6.31, 0.56, 0.16], [-5.95, -2.64, -1.34], [-6.99, -1.21, -1.28], [-5.81, -1.41, -2.58]], "energy_ha": -1209.78831, "e_above_lowest_ev": 1.278, "smiles": "Cc1ccc(C(C)C)c(OCC(=O)Nc2ccccc2N2CCN(C)CC2)c1", "homo_energy_ha": -0.294, "largest_force_ha_per_bohr": 0.010, "lumo_ev": 0.72}



[2]
{"formula": "C23H31N7O2", "method": "ωB97M-V/def2-TZVPD", "symbols": ["C", "H", "H", "H", "C", "N", "C", "C", "N", "C", "C", "H", "H", "H", "H", "C", "C", "H", "C", "N", "C", "O", "C", "N", "N", "C", "N", "N", "C", "C", "C", "C", "O", "H", "C", "C", "C", "C", "C", "C", "H", "H", "H", "H", "H", "C", "H", "H", "H", "H", "H", "H", "H", "H", "H", "H", "H", "H", "H", "H", "H", "H", "H"], "xyz": [[-4.92, -4.76, -0.09], [-5.85, -4.59, -0.62], [-4.11, -4.78, -0.82], [-4.96, -5.74, 0.39], [-4.71, -3.68, 0.96], [-4.91, -2.35, 0.42], [-3.83, -1.93, -0.46], [-4.16, -0.57, -1.07], [-4.33, 0.42, -0.03], [-5.42, 0.00, 0.83], [-5.09, -1.35, 1.46], [-5.91, -1.66, 2.11], [-4.17, -1.25, 2.07], [-5.55, 0.74, 1.63], [-6.37, -0.09, 0.28], [-4.52, 1.76, -0.55], [-3.21, 2.38, -1.04], [-3.40, 3.40, -1.37], [-2.16, 2.38, 0.08], [-0.88, 2.81, -0.42], [-0.27, 3.94, -0.02], [-0.70, 4.71, 0.81], [1.07, 4.19, -0.74], [2.08, 3.20, -0.42], [2.97, 3.59, 0.51], [3.92, 2.82, 0.88], [4.05, 1.57, 0.31], [4.98, 0.67, 0.58], [4.73, -0.38, -0.20], [3.60, -0.13, -1.01], [3.18, 1.13, -0.65], [2.08, 1.99, -1.07], [1.23, 1.69, -1.90], [3.15, -0.77, -1.73], [5.58, -1.56, -0.16], [6.66, -1.60, 0.71], [7.48, -2.72, 0.77], [7.22, -3.81, -0.05], [6.14, -3.77, -0.92], [5.32, -2.66, -0.98], [4.49, -2.64, -1.66], [5.94, -4.62, -1.56], [7.85, -4.68, -0.01], [8.31, -2.74, 1.45], [6.85, -0.75, 1.34], [4.90, 3.23, 1.91], [5.90, 3.21, 1.48], [4.88, 2.53, 2.74], [4.66, 4.23, 2.26], [0.90, 4.18, -1.82], [1.45, 5.16, -0.42], [-0.44, 2.25, -1.14], [-2.45, 3.08, 0.87], [-2.09, 1.37, 0.49], [-2.82, 1.82, -1.89], [-4.91, 2.38, 0.27], [-5.27, 1.78, -1.36], [-3.33, -0.27, -1.72], [-5.07, -0.67, -1.69], [-3.71, -2.66, -1.25], [-2.88, -1.85, 0.10], [-5.45, -3.82, 1.75], [-3.71, -3.78, 1.42]], "energy_ha": -1428.82040, "e_above_lowest_ev": 0.000, "smiles": "CCN1CCN(CCCNC(=O)Cn2nc(C)n3nc(-c4ccccc4)cc3c2=O)CC1", "homo_energy_ha": -0.314, "largest_force_ha_per_bohr": 0.026, "lumo_ev": 0.26}



[3]
{"formula": "C23H32Br4N3O2RuSi3", "method": "ωB97M-V/def2-TZVPD", "symbols": ["Ru", "C", "Si", "C", "C", "C", "Si", "C", "C", "C", "Si", "C", "C", "C", "C", "C", "C", "C", "N", "H", "H", "H", "H", "H", "H", "H", "H", "H", "H", "H", "H", "H", "H", "H", "H", "H", "H", "H", "H", "H", "H", "H", "H", "H", "H", "H", "H", "Br", "C", "C", "Br", "C", "Br", "C", "O", "C", "O", "C", "Br", "N", "C", "C", "C", "N", "H", "H", "H", "H"], "xyz": [[-0.09, 0.44, 0.17], [3.16, -0.48, 2.35], [1.71, 0.50, 3.10], [1.71, 0.05, 4.93], [2.18, 2.33, 3.05], [0.06, 0.15, 2.30], [-1.28, 1.41, 2.75], [-1.47, 1.73, 4.60], [-2.96, 0.81, 2.12], [-1.04, 3.12, 2.00], [-0.47, -1.59, 2.63], [-1.45, -1.89, 4.22], [0.93, -2.85, 2.64], [-1.53, -2.20, 1.17], [-2.57, -3.11, 1.27], [-3.21, -3.57, 0.13], [-2.78, -3.11, -1.10], [-1.74, -2.19, -1.14], [-1.13, -1.74, -0.04], [4.02, 0.18, 2.20], [2.92, -0.93, 1.38], [3.47, -1.29, 3.01], [2.68, 0.27, 5.38], [1.52, -1.02, 5.09], [0.95, 0.60, 5.49], [3.23, 2.43, 3.32], [1.60, 2.91, 3.77], [2.03, 2.79, 2.07], [-1.55, 0.82, 5.19], [-2.37, 2.33, 4.77], [-0.62, 2.31, 4.98], [-3.35, -0.02, 2.71], [-2.96, 0.50, 1.07], [-3.67, 1.64, 2.21], [-0.12, 3.61, 2.33], [-1.88, 3.73, 2.35], [-1.08, 3.15, 0.91], [-0.85, -1.58, 5.08], [-1.65, -2.96, 4.34], [-2.39, -1.36, 4.26], [1.66, -2.70, 3.44], [1.48, -2.85, 1.69], [0.49, -3.84, 2.78], [-2.88, -3.46, 2.25], [-4.03, -4.27, 0.20], [-3.24, -3.44, -2.02], [-1.38, -1.79, -2.08], [-3.33, 3.89, -5.28], [-2.28, 2.67, -4.31], [-1.38, 1.81, -5.02], [-1.26, 1.91, -6.89], [-0.60, 0.91, -4.34], [0.60, -0.27, -5.18], [-0.66, 0.81, -2.92], [0.00, -0.01, -2.24], [-1.57, 1.71, -2.20], [-1.63, 1.62, -0.94], [-2.37, 2.62, -2.95], [-3.52, 3.72, -1.95], [2.57, -0.36, -1.40], [3.86, -0.20, -1.75], [4.30, 0.94, -1.12], [3.19, 1.40, -0.40], [2.14, 0.61, -0.58], [1.88, -0.98, -1.80], [4.34, -0.88, -2.43], [5.29, 1.36, -1.16], [3.11, 2.26, 0.25]], "energy_ha": -12469.83824, "spin_multiplicity": 6, "homo_energy_ha": [-0.268, -0.301], "largest_force_ha_per_bohr": 0.010, "lumo_ev": [0.21, -1.99]}



[4]
{"formula": "C23H32Cl2CrGeN2O4S", "method": "ωB97M-V/def2-TZVPD", "symbols": ["Cr", "O", "C", "C", "C", "C", "C", "C", "C", "O", "N", "N", "C", "C", "C", "C", "C", "C", "C", "O", "H", "H", "H", "H", "H", "H", "H", "H", "H", "H", "C", "Ge", "C", "C", "C", "H", "H", "H", "H", "H", "H", "H", "H", "H", "H", "Cl", "C", "Cl", "H", "H", "C", "C", "S", "O", "C", "C", "H", "H", "H", "H", "H", "H", "H", "H", "H", "H"], "xyz": [[0.64, 0.64, -0.29], [1.07, -0.77, -4.42], [1.71, -1.94, -4.17], [2.01, -2.82, -5.21], [2.64, -4.02, -4.96], [2.98, -4.38, -3.66], [2.68, -3.53, -2.63], [2.05, -2.29, -2.85], [1.79, -1.46, -1.70], [1.21, -0.21, -1.91], [2.11, -1.79, -0.50], [1.66, -0.88, 0.46], [2.16, -1.02, 1.63], [1.71, -0.34, 2.84], [2.43, -0.71, 3.98], [2.08, -0.31, 5.26], [0.93, 0.44, 5.42], [0.19, 0.84, 4.31], [0.60, 0.50, 3.04], [-0.19, 0.96, 1.93], [0.98, -0.66, -5.38], [1.75, -2.54, -6.23], [2.87, -4.67, -5.79], [3.47, -5.33, -3.46], [2.94, -3.80, -1.61], [2.93, -1.77, 1.76], [3.29, -1.36, 3.85], [2.67, -0.62, 6.11], [0.60, 0.73, 6.41], [-0.71, 1.39, 4.46], [-0.88, -3.12, -1.05], [-1.60, -1.50, -1.87], [-2.19, -1.78, -3.69], [-3.00, -0.84, -0.68], [-0.26, 0.00, -1.88], [-1.73, -3.79, -0.88], [-0.41, -2.93, -0.09], [-0.17, -3.64, -1.69], [-3.22, -2.15, -3.70], [-1.56, -2.53, -4.18], [-2.15, -0.86, -4.27], [-3.75, -1.62, -0.57], [-3.49, 0.06, -1.06], [-2.59, -0.64, 0.31], [-0.47, 0.79, -2.60], [-2.53, 2.78, -1.24], [-2.75, 3.92, -2.60], [-1.21, 4.42, -3.28], [-3.28, 4.79, -2.22], [-3.33, 3.40, -3.36], [1.60, 3.68, 2.57], [0.12, 3.60, 2.93], [-0.78, 2.52, 1.82], [0.95, 2.15, -0.29], [-2.47, 2.45, 2.42], [-2.85, 2.12, 3.85], [2.00, 4.58, 3.04], [1.76, 3.75, 1.50], [2.15, 2.83, 2.96], [-0.40, 4.54, 2.70], [-0.07, 3.35, 3.97], [-2.96, 1.79, 1.70], [-2.78, 3.47, 2.14], [-2.65, 1.08, 4.10], [-3.92, 2.27, 3.94], [-2.37, 2.78, 4.58]], "energy_ha": -5745.36232, "total_charge": 2, "e_above_lowest_ev": 1.690, "homo_energy_ha": [-0.499, -0.499], "largest_force_ha_per_bohr": 0.010, "lumo_ev": [-6.62, -6.62]}